# C31H29AuN5O2Se

A structure of composition C31H29AuN5O2Se at a distorted geometry (ωB97M-V/def2-TZVPD, the Open Molecules 2025 dataset).

Values from the calculation:
total charge	+1
frontier orbital gap (alpha / beta)	0.181 / 0.181	Eh
2S+1	1
lowest unoccupied orbital energy (alpha / beta)	-5.73 / -5.72	eV

Last column: natural (NBO) charge in e.
Element x y z (Å)
Au: 0.012 -1.898 0.095  1.40
C: 4.284 -0.097 0.498  -0.65
C: 4.014 -0.993 -0.680  -0.01
C: 4.853 -0.939 -1.793  -0.19
C: 4.624 -1.715 -2.911  -0.19
C: 3.520 -2.555 -2.946  -0.20
C: 2.669 -2.637 -1.859  -0.06
C: 1.464 -3.553 -1.915  -0.59
C: 2.940 -1.883 -0.710  0.18
N: 2.044 -2.033 0.384  -0.72
C: 2.422 -2.242 1.678  0.62
O: 3.533 -2.476 2.094  -0.56
C: 1.251 -2.194 2.637  0.15
C: 1.311 -2.383 4.000  -0.18
C: 0.117 -2.347 4.720  -0.11
C: -1.106 -2.121 4.084  -0.18
C: -1.096 -1.937 2.721  0.13
N: 0.066 -1.975 2.094  -0.41
C: -2.305 -1.726 1.833  0.63
O: -3.401 -1.554 2.299  -0.55
N: -1.985 -1.833 0.503  -0.69
C: -2.885 -1.680 -0.571  0.17
C: -3.040 -2.772 -1.452  -0.01
C: -2.336 -4.089 -1.225  -0.65
C: -3.882 -2.628 -2.544  -0.22
C: -4.553 -1.439 -2.767  -0.16
C: -4.387 -0.368 -1.899  -0.21
C: -3.554 -0.461 -0.796  -0.01
C: -3.375 0.712 0.122  -0.65
H: 4.963 0.705 0.213  0.22
H: 4.738 -0.658 1.315  0.25
H: 3.361 0.345 0.878  0.23
H: 5.703 -0.266 -1.770  0.22
H: 5.289 -1.656 -3.764  0.22
H: 3.321 -3.150 -3.830  0.22
H: 1.396 -4.054 -2.879  0.25
H: 0.503 -2.989 -1.805  0.14
H: 1.490 -4.311 -1.129  0.24
H: 2.271 -2.568 4.463  0.27
H: 0.137 -2.514 5.790  0.25
H: -2.050 -2.103 4.612  0.27
H: -2.026 -4.215 -0.189  0.22
H: -1.450 -4.178 -1.862  0.22
H: -2.996 -4.916 -1.484  0.24
H: -4.024 -3.464 -3.220  0.22
H: -5.212 -1.343 -3.622  0.23
H: -4.916 0.561 -2.080  0.22
H: -3.771 1.617 -0.336  0.22
H: -2.325 0.866 0.365  0.23
H: -3.902 0.541 1.064  0.25
C: -0.219 3.721 2.558  -0.42
N: -0.053 3.788 1.114  -0.36
C: 0.194 2.749 0.295  0.30
Se: 0.425 0.975 0.769  -0.34
N: 0.259 3.241 -0.957  -0.52
C: 0.056 4.622 -0.959  0.10
C: 0.032 5.567 -1.971  -0.22
C: -0.181 6.882 -1.591  -0.19
C: -0.365 7.236 -0.249  -0.20
C: -0.349 6.283 0.757  -0.23
C: -0.138 4.970 0.366  0.16
H: -0.192 2.680 2.862  0.25
H: -1.178 4.155 2.836  0.22
H: 0.583 4.264 3.053  0.22
H: 0.454 2.657 -1.751  0.44
H: 0.170 5.295 -3.010  0.23
H: -0.204 7.654 -2.350  0.23
H: -0.518 8.277 0.007  0.23
H: -0.496 6.550 1.796  0.23